Computed, not measured: a structure of composition C37H35CuN4PSSe2, with the ωB97M-V functional and the def2-TZVPD basis.

Geometry as XYZ:
```
81
Properties=species:S:1:pos:R:3
Cu 0.584 -0.069 0.210
Se -1.453 2.307 2.821
P -1.725 2.901 0.792
Se -0.916 1.675 -0.835
C -3.500 3.107 0.399
C -4.448 3.121 1.416
C -5.798 3.257 1.113
C -6.211 3.381 -0.204
C -5.269 3.363 -1.226
C -3.923 3.217 -0.927
C -1.004 4.562 0.489
C -1.136 5.169 -0.763
C -0.531 6.389 -1.021
C 0.229 7.013 -0.038
C 0.363 6.417 1.206
C -0.256 5.199 1.471
H -4.123 3.018 2.443
H -6.528 3.259 1.914
H -7.264 3.479 -0.439
H -5.583 3.448 -2.259
H -3.206 3.150 -1.733
H -1.705 4.684 -1.544
H -0.653 6.855 -1.992
H 0.713 7.960 -0.244
H 0.944 6.903 1.980
H -0.171 4.736 2.446
N 1.500 0.586 1.970
C 1.949 -0.482 2.811
C 3.237 -0.444 3.329
C 3.719 -1.484 4.105
C 2.898 -2.571 4.366
C 1.611 -2.596 3.850
C 1.097 -1.560 3.070
C -0.293 -1.651 2.525
C -1.251 -2.342 3.276
C -2.529 -2.554 2.791
C -2.875 -2.071 1.536
C -1.949 -1.343 0.799
C -0.658 -1.116 1.280
H 2.231 1.276 1.843
H 0.669 1.064 2.348
H 3.862 0.419 3.123
H 4.725 -1.442 4.504
H 3.260 -3.403 4.956
H 0.990 -3.464 4.032
H -1.002 -2.691 4.272
H -3.253 -3.087 3.395
H -3.872 -2.234 1.143
H -2.245 -0.917 -0.152
C -1.613 -3.251 -3.089
S -0.607 -1.846 -2.597
C -0.135 -1.226 -4.219
H -2.483 -2.919 -3.656
H -1.950 -3.736 -2.173
H -1.036 -3.963 -3.678
H 0.525 -1.923 -4.737
H 0.398 -0.286 -4.065
H -1.022 -1.043 -4.828
C 3.316 -1.018 -2.898
C 2.497 -1.047 -1.783
N 2.000 0.073 -1.242
C 2.303 1.244 -1.796
C 3.100 1.371 -2.913
C 3.625 0.211 -3.466
C 3.425 2.718 -3.429
C 2.575 3.697 -3.705
C 1.095 3.666 -3.682
C 0.397 4.866 -3.657
C -0.982 4.802 -3.662
N -1.641 3.645 -3.688
C -0.879 2.554 -3.710
N 0.449 2.498 -3.714
H 3.695 -1.942 -3.313
H 2.215 -1.979 -1.311
H 1.854 2.117 -1.335
H 4.269 0.269 -4.337
H 4.485 2.934 -3.536
H 2.999 4.654 -3.994
H 0.918 5.814 -3.627
H -1.583 5.704 -3.640
H -1.402 1.605 -3.722
```

**2S+1**: 2
**Energy above the lowest of the compared OMol25 structures with the same formula, charge and spin**: 4.0 kcal per mole
**Lowest unoccupied orbital energy (alpha / beta)**: -0.3720 / -0.5369 eV
**Kohn-Sham gap (alpha / beta)**: 6.9816 / 6.7864 eV



Computed, not measured: a structure of composition C18H41AuN2OP3S, with the ωB97M-V functional and the def2-TZVPD basis.

Geometry as XYZ:
```
67
Properties=species:S:1:pos:R:3
Au 0.303 -0.003 -0.064
P -0.729 2.265 1.635
P -1.913 -0.749 0.250
P 2.346 0.917 0.534
H 2.355 -1.413 -5.470
C 3.028 -1.399 -4.606
C 2.391 -2.016 -3.367
H 3.134 -2.687 -2.916
C -1.080 3.764 0.633
C -2.276 2.104 2.613
C 0.390 2.901 2.943
C -1.846 -2.334 -0.614
C -2.532 -1.185 1.903
C -3.264 0.196 -0.546
C 3.329 -0.080 -0.611
C 2.962 0.528 2.183
C 2.718 2.603 -0.010
H 3.882 -1.981 -4.973
H 2.019 -1.351 -2.641
H -1.401 4.615 1.246
H -1.864 3.528 -0.099
H -0.182 4.042 0.069
H -2.494 3.035 3.152
H -2.130 1.298 3.344
H -3.133 1.847 1.975
H -0.082 3.753 3.448
H 1.359 3.207 2.529
H 0.549 2.082 3.661
H -2.453 -3.110 -0.134
H -0.789 -2.629 -0.612
H -2.166 -2.177 -1.647
H -3.425 -0.601 2.166
H -1.754 -1.019 2.660
H -2.803 -2.248 1.899
H -4.255 -0.232 -0.314
H -3.123 0.177 -1.636
H -3.243 1.246 -0.216
H 4.383 0.191 -0.737
H 2.797 0.082 -1.563
H 3.248 -1.129 -0.313
H 3.589 1.331 2.589
H 3.561 -0.380 2.058
H 2.124 0.318 2.863
H 3.799 2.769 0.087
H 2.179 3.363 0.563
H 2.446 2.703 -1.067
C -0.240 -2.207 -4.045
C -0.077 -0.928 -4.553
C -1.129 0.005 -4.545
C -2.427 -0.523 -4.388
C -2.647 -1.904 -4.258
C -1.548 -2.731 -4.068
S 1.134 -3.210 -3.816
H 0.886 -0.748 -4.980
H 3.388 -0.388 -4.400
H -0.890 1.048 -4.695
H -3.314 0.109 -4.440
H -3.647 -2.334 -4.275
H -1.607 -3.806 -4.067
N -0.054 -0.297 6.309
C 0.180 -0.784 5.034
N 0.685 -2.073 5.001
O -0.032 -0.134 4.011
H -0.182 -0.989 7.040
H -0.680 0.484 6.329
H 1.112 -2.304 4.122
H 1.138 -2.425 5.832
```

**2S+1**: 3
**Net charge**: +3
**Energy above the lowest of the compared OMol25 structures with the same formula, charge and spin**: 22.7 kcal per mole
**Lowest unoccupied orbital energy (alpha / beta)**: -8.4383 / -11.6680 eV
**Kohn-Sham gap (alpha / beta)**: 8.9302 / 5.7001 eV



Computed, not measured: a structure of composition C11H26AlN3O, with the ωB97M-V functional and the def2-TZVPD basis.

Geometry as XYZ:
```
42
Properties=species:S:1:pos:R:3
N 2.084 1.467 1.143
C 3.000 1.299 0.442
O 3.973 1.164 -0.335
Al 5.586 2.032 0.206
C 6.406 0.848 1.598
N 7.565 1.477 2.294
H 5.150 3.459 0.815
H 6.510 2.263 -1.092
H 6.714 -0.110 1.162
H 5.645 0.609 2.349
H 7.942 2.249 1.760
H 7.267 1.838 3.188
C -5.176 0.207 -1.395
C -4.538 0.723 -0.103
C -3.021 0.827 -0.053
N -2.211 -0.451 -0.070
C -0.804 -0.050 0.345
C 0.209 -1.160 0.208
C 0.230 -1.729 -1.204
C -1.171 -2.174 -1.608
C -2.176 -1.042 -1.458
C -2.770 -1.419 0.909
H -5.178 -0.882 -1.452
H -6.218 0.519 -1.440
H -4.673 0.601 -2.279
H -4.913 0.157 0.751
H -4.885 1.746 0.057
H -2.743 1.323 0.877
H -2.644 1.434 -0.876
H -0.526 0.793 -0.288
H -0.867 0.299 1.374
H 1.180 -0.733 0.462
H 0.022 -1.957 0.934
H 0.929 -2.562 -1.266
H 0.586 -0.965 -1.901
H -1.481 -3.041 -1.019
H -1.187 -2.494 -2.651
H -3.178 -1.396 -1.681
H -1.930 -0.223 -2.134
H -3.744 -1.755 0.563
H -2.858 -0.922 1.872
H -2.106 -2.271 0.996
```

**Lowest unoccupied orbital energy**: -0.5134 eV
**Kohn-Sham gap**: 5.7749 eV



Computed, not measured: a structure of composition C32H43MoN6O3, with the ωB97M-V functional and the def2-TZVPD basis.

Geometry as XYZ:
```
85
Properties=species:S:1:pos:R:3
Mo 0.259 -0.482 0.658
C -4.249 1.873 -1.024
C -3.739 2.039 0.406
C -4.519 3.130 1.149
C -2.254 2.327 0.476
C -1.626 3.211 -0.393
C -0.286 3.554 -0.244
C 0.502 2.992 0.748
C 1.933 3.405 0.931
C -0.104 2.053 1.607
C -1.475 1.790 1.497
H -5.285 1.538 -1.017
H -3.657 1.148 -1.586
H -4.230 2.822 -1.561
H -3.910 1.088 0.936
H -4.367 4.095 0.664
H -4.196 3.226 2.187
H -5.587 2.914 1.136
H -2.196 3.678 -1.187
H 0.149 4.286 -0.913
H 2.620 2.575 0.747
H 2.101 3.782 1.941
H 2.202 4.197 0.234
H 0.419 1.759 2.515
H -1.959 1.233 2.285
C -1.296 -6.101 0.946
O -0.758 -4.779 0.792
C 0.364 -4.653 0.042
C 1.073 -5.693 -0.535
C 2.212 -5.441 -1.305
C 2.659 -4.157 -1.508
C 1.967 -3.091 -0.920
C 2.360 -1.730 -1.157
N 1.781 -0.819 -0.470
N 1.719 0.543 -0.521
C 0.676 0.874 -1.456
O -0.422 0.300 -1.195
C 0.894 1.801 -2.517
C 2.164 2.370 -2.700
C 2.368 3.253 -3.742
C 1.315 3.561 -4.598
C 0.052 2.994 -4.424
C -0.166 2.118 -3.384
C 0.822 -3.336 -0.148
O 0.081 -2.354 0.409
H -0.612 -6.731 1.515
H -1.508 -6.552 -0.023
H -2.228 -5.987 1.490
H 0.754 -6.715 -0.402
H 2.741 -6.274 -1.746
H 3.535 -3.962 -2.112
H 3.103 -1.463 -1.902
H 2.970 2.116 -2.024
H 3.340 3.699 -3.897
H 1.479 4.251 -5.416
H -0.749 3.241 -5.107
H -1.137 1.665 -3.229
N -3.768 -2.147 4.852
C -3.354 -2.146 3.399
C -2.148 -1.235 3.160
N -1.795 -1.183 1.731
H -4.583 -2.750 5.002
H -4.025 -1.211 5.178
H -3.023 -2.491 5.464
H -4.222 -1.818 2.829
H -3.131 -3.179 3.135
H -1.286 -1.585 3.727
H -2.376 -0.227 3.509
H -2.535 -0.705 1.219
H -1.736 -2.129 1.347
C 4.593 0.678 3.838
C 3.410 -0.156 3.498
C 2.974 -1.373 3.980
C 1.804 -1.683 3.282
N 1.508 -0.692 2.423
N 2.517 0.213 2.563
C 1.042 -2.962 3.377
H 5.147 0.224 4.655
H 4.292 1.680 4.145
H 5.263 0.768 2.983
H 3.454 -1.976 4.732
H 2.568 1.015 1.953
H 0.833 -3.202 4.421
H 1.651 -3.777 2.982
H 0.122 -2.951 2.802
```

**Net charge**: +3
**Energy above the lowest of the compared OMol25 structures with the same formula, charge and spin**: 11.8 kcal per mole
**Lowest unoccupied orbital energy (alpha / beta)**: -8.9016 / -8.9020 eV
**Kohn-Sham gap (alpha / beta)**: 6.7357 / 6.7349 eV



| no. | molecular weight (u) | F_max (hartree/bohr) |
| --- | --- | --- |
| 1 | 820.22 | 0.0121 |
| 2 | 623.50 | 0.0568 |
| 3 | 243.33 | 0.0113 |
| 4 | 655.68 | 0.0152 |